a.
The molecule C2HNO3, computed with the ωB97M-V functional and the def2-TZVPD basis.

Results
- E_HOMO (eV) = -11.254
- gap between HOMO and LUMO (Eh) = 0.41644
- structure (SMILES) = O=C=NOC=O

Positions of all 7 atoms, in Å:
O1 -2.31092 -1.84914 1.78281
C1 -1.34002 -1.75450 1.17057
N1 -0.19371 -1.71416 0.81709
O2 0.48872 -1.50189 -0.34302
C2 0.60372 -0.22387 -0.75682
O3 1.17335 0.05468 -1.75725
H1 0.11661 0.49704 -0.07352

Here are the Löwdin charges for atoms 1 to 4, given in e: O 0.20; C -0.29; N 0.11; O 0.03

=====

b.
The molecule C2HNO3, computed with the ωB97M-V functional and the def2-TZVPD basis.

Results
- E_HOMO (spin up / spin down) (eV) = -10.617 / -10.663
- gap between HOMO and LUMO (spin up / spin down) (Eh) = 0.28239 / 0.28030
- structure (SMILES) = O=CC(=O)N=O

Positions of all 7 atoms, in Å:
O1 -1.58224 0.97434 0.14225
C1 -1.04326 -0.07212 -0.21494
C2 0.40373 -0.25808 -0.11800
O2 0.63279 -1.44784 -0.71608
N1 0.99327 0.79300 0.65575
O3 2.16772 1.06190 0.82178
H1 -1.57201 -1.05121 -0.57075

Here are the Löwdin charges for atoms 1 to 4, given in e: O 0.07; C -0.21; C -0.26; O 0.04

=====

c.
C2HNO3 as an isolated structure, computed with the ωB97M-V functional and the def2-TZVPD basis.

Results
- E_HOMO (eV) = -9.173
- gap between HOMO and LUMO (Eh) = 0.32816

Positions of all 7 atoms, in Å:
C1 -0.03623 -0.91293 0.41892
C2 0.43764 0.72697 -0.80174
N1 -0.12065 1.00012 0.29129
O1 1.14982 0.50413 -1.67540
O2 -1.22455 1.32791 0.74480
O3 -1.11376 -1.25938 0.65210
H1 0.90772 -1.38681 0.37003

Here are the Löwdin charges for atoms 1 to 4, given in e: C -0.05; C -0.29; N -0.12; O 0.21

=====

a is preferred energetically. Next in line: 2.666 eV higher.